Entry 1:
47
Properties=species:S:1:pos:R:3:forces:R:3 method="wB97M-V/def2-TZVPD" lumo_energy_ev="0.050 / 0.051" relative_energy_kcal_mol=64.9 e_homo_ev="-5.25 / -5.25" spin_multiplicity=1 total_energy_ha=-5200.92091
Ni -0.42746 -0.13386 -0.15188 -0.2077 -0.3551 0.4348
C 1.73204 -1.19994 1.98523 0.0239 0.0281 -0.0341
C 2.17955 -0.35306 0.85210 -0.1161 0.0629 -0.0683
N 1.39880 0.28998 -0.01561 0.3654 -0.1259 0.0805
C 2.27375 0.96799 -0.84838 -0.0296 -0.0491 0.1195
C 3.57972 0.72217 -0.47788 -0.0862 0.0496 -0.1509
N 3.48102 -0.10567 0.58443 0.1181 -0.1287 0.2124
C 4.94559 1.08440 -0.93137 0.1443 0.1290 -0.0798
O 5.06789 1.87977 -1.97612 0.0566 -0.0517 0.0603
O 5.89764 0.64418 -0.33218 -0.0097 -0.0563 0.0620
C 1.85433 1.82897 -1.93522 -0.1476 0.0477 -0.1858
O 2.59773 2.39787 -2.70230 0.1288 0.0671 -0.0906
O 0.52266 1.97978 -1.97075 -0.1767 0.1257 0.2581
H 0.64637 -1.23324 1.92389 0.0029 -0.0136 0.0371
H 2.04354 -0.77404 2.94290 0.0049 -0.0087 -0.0135
H 2.13240 -2.21293 1.90744 -0.0138 0.0074 -0.0080
H 4.29567 -0.45724 1.06596 -0.0077 0.0073 -0.0039
H 4.18200 2.13129 -2.33885 -0.0564 0.0110 -0.0329
C -2.90165 0.33581 -2.53460 -0.0127 -0.0947 0.0066
O -1.51708 0.08349 -2.34373 0.0122 0.2227 -0.2333
H -3.50397 -0.56562 -2.39654 0.0023 -0.0160 0.0056
H -3.10446 0.74945 -3.52661 0.0010 -0.0166 -0.0093
H -3.19093 1.06087 -1.77712 0.0063 0.0204 0.0014
H -1.21006 -0.58698 -2.96086 -0.0677 -0.0586 -0.0141
C -1.89348 3.68060 -3.82732 0.0346 0.0039 0.0337
O -1.07458 3.22143 -2.74097 -0.0024 0.0519 0.0017
C -0.10183 2.40581 -3.10876 -0.1065 -0.1424 -0.2728
O 0.15989 2.04294 -4.21384 0.0436 0.0506 0.0711
H -2.60424 4.36818 -3.38197 -0.0105 0.0014 0.0016
H -2.40811 2.84037 -4.28835 0.0072 0.0024 -0.0109
H -1.28148 4.18378 -4.57225 -0.0023 0.0107 -0.0086
C -1.23627 -4.09030 1.52067 0.0301 0.0395 0.0415
N -1.33314 -2.98039 2.45142 -0.0693 -0.1491 0.0355
C -0.91343 -2.97873 3.76977 0.0057 -0.0436 -0.0829
C -1.12215 -1.73578 4.24709 -0.0122 0.0760 -0.0298
N -1.66867 -0.99269 3.21815 -0.1477 0.0627 0.1529
C -1.99106 0.42164 3.25352 0.0534 -0.0191 0.0293
C -1.78899 -1.75461 2.10958 0.2226 0.1452 -0.1624
Se -2.39893 -1.21057 0.44118 0.0277 0.1185 -0.1136
H -1.04399 -5.00155 2.08220 0.0089 0.0123 0.0101
H -0.43227 -3.90762 0.80696 0.0055 0.0170 -0.0081
H -2.16701 -4.18084 0.96747 -0.0161 -0.0088 0.0050
H -0.51673 -3.85804 4.24463 -0.0093 0.0104 -0.0052
H -0.94038 -1.31708 5.22069 -0.0121 -0.0071 -0.0138
H -2.01579 0.74885 4.29053 0.0131 -0.0133 0.0024
H -2.95771 0.58048 2.78283 -0.0179 -0.0036 0.0111
H -1.24478 0.98066 2.68482 0.0190 -0.0197 -0.0416

=====

Entry 2:
41
Properties=species:S:1:pos:R:3:forces:R:3 method="wB97M-V/def2-TZVPD" lumo_energy_ev=0.821 relative_energy_kcal_mol=0.0 e_homo_ev=-8.12 spin_multiplicity=1 smiles="CCOC(=O)CNC(=O)[C@@H]1CCCN(c2ncccn2)C1" total_energy_ha=-990.28409
C -4.69178 -1.17993 0.77764 0.1378 0.3208 -0.2445
C -4.87911 0.11445 0.00060 -0.3244 -0.0706 0.4247
O -3.72185 0.43132 -0.78294 0.0430 -0.1499 -0.3286
C -2.72226 1.05025 -0.16610 0.4138 0.2456 -0.1463
O -2.71777 1.37260 0.99378 -0.1121 -0.0469 0.1760
C -1.58282 1.35284 -1.12029 0.0891 -0.0367 -0.0586
N -0.45802 1.84812 -0.37055 -0.4648 0.1390 0.1574
C 0.81464 1.52889 -0.70949 -0.1356 0.6302 0.3973
O 1.09152 1.03264 -1.78030 0.1499 -0.2420 -0.3804
C 1.82536 1.89705 0.37379 0.2488 -0.1747 0.0638
C 3.25859 2.00337 -0.16167 -0.1997 -0.0877 -0.2411
C 3.81550 0.64115 -0.57582 0.0583 -0.0376 0.1679
C 3.66342 -0.37081 0.55969 0.3857 -0.0790 -0.3178
N 2.27819 -0.43229 0.97263 0.1920 0.1807 0.2306
C 1.43410 -1.30228 0.37763 -0.4353 -0.6513 -0.0310
N 0.11766 -1.10457 0.54792 0.0517 0.2277 0.1318
C -0.69198 -1.98518 -0.00469 0.0514 -0.2463 -0.1770
C -0.23876 -3.07499 -0.73144 0.0056 0.0147 0.0092
C 1.14127 -3.19581 -0.82988 -0.3257 -0.0187 -0.0485
N 1.97325 -2.33391 -0.28695 0.3385 0.1423 0.0050
C 1.77247 0.81957 1.47551 -0.2762 0.3098 0.1263
H -4.46014 -1.99730 0.09866 -0.0128 -0.1054 -0.0351
H -3.88203 -1.07006 1.49525 0.0278 -0.0231 0.0783
H -5.60582 -1.41561 1.31504 -0.0949 -0.0537 0.0653
H -5.07680 0.94323 0.68787 -0.0262 -0.1009 -0.1709
H -5.69149 0.02676 -0.72320 0.1084 0.0607 0.0853
H -1.93131 2.09515 -1.85040 -0.0497 -0.1880 0.0261
H -1.29260 0.45363 -1.67274 -0.0883 0.0978 0.0409
H -0.68323 2.10322 0.58252 0.1537 -0.0462 -0.0809
H 1.52494 2.85779 0.80449 -0.0308 -0.0627 -0.0066
H 3.27459 2.67785 -1.01929 0.0494 0.0672 0.0434
H 3.88853 2.43352 0.62231 -0.0098 0.0567 0.0130
H 3.26112 0.28068 -1.44177 0.0994 -0.0224 -0.0035
H 4.86698 0.73766 -0.84943 0.0487 -0.0172 -0.0194
H 3.96684 -1.36550 0.23590 0.0768 0.1540 0.1339
H 4.25929 -0.06925 1.42780 -0.0019 -0.0477 -0.0119
H -1.74947 -1.79931 0.14263 -0.1255 -0.0847 -0.0305
H -0.91157 -3.78003 -1.18896 -0.0596 -0.0704 -0.0348
H 1.60410 -4.01500 -1.36710 -0.0588 -0.0908 -0.0521
H 0.75183 0.66274 1.82644 0.1633 0.0976 0.0789
H 2.40463 1.12735 2.31492 -0.0611 0.0100 -0.0356

=====

Entry 3:
42
Properties=species:S:1:pos:R:3:forces:R:3 method="wB97M-V/def2-TZVPD" lumo_energy_ev=0.735 relative_energy_kcal_mol=0.7 e_homo_ev=-8.59 spin_multiplicity=1 total_energy_ha=-1065.53926
N 0.38716 1.13313 4.57235 0.0986 0.0627 -0.0119
C 0.07905 1.02731 3.25974 -0.4159 0.7495 0.1967
N 0.84786 1.58040 2.33246 -0.1208 -0.1261 -0.2338
C 2.24254 1.92503 2.50902 0.3800 -0.3292 0.2078
C 3.17321 0.70623 2.42567 0.0551 0.1289 -0.0175
C 3.17930 0.06673 1.03227 0.0566 -0.0622 0.2490
H 2.96891 0.83787 0.29066 0.1076 -0.0421 -0.0104
H 4.18071 -0.31624 0.82645 -0.0311 0.0422 -0.0630
C 2.18163 -1.08939 0.78654 -0.5380 0.2330 0.1623
N 1.70308 -1.01594 -0.58545 0.1901 -0.4026 -0.3112
C 0.75804 -0.08312 -0.87703 0.3372 0.0887 -0.5799
O 0.67985 1.03314 -0.39359 -0.0670 0.1740 0.0057
O 0.00979 -0.48076 -1.92232 -0.0151 -0.2229 0.0613
C -0.96165 0.44785 -2.38230 -0.1431 0.6071 0.0860
C -2.04871 -0.24687 -3.15371 0.1521 -0.1483 0.0709
C -1.90063 -1.54866 -3.60822 0.0653 0.0479 0.0530
C -2.91557 -2.15747 -4.32659 -0.0356 -0.0543 -0.0576
C -4.08365 -1.46937 -4.60275 -0.0587 -0.0641 -0.0531
C -4.23521 -0.16738 -4.15471 -0.0564 0.0645 -0.0232
C -3.22470 0.43990 -3.43251 0.1203 -0.0180 0.0304
H -3.34526 1.45422 -3.07949 -0.0360 0.1172 0.0524
H -5.14551 0.37475 -4.36543 -0.0685 0.0424 -0.0100
H -4.87485 -1.94488 -5.16353 -0.0602 -0.0365 -0.0384
H -2.79205 -3.17344 -4.67239 0.0088 -0.0777 -0.0243
H -0.98928 -2.08217 -3.38971 0.0609 -0.0738 0.0185
H -1.38142 0.97982 -1.51970 0.0659 -0.0885 -0.2188
H -0.46490 1.19297 -3.02205 -0.0732 -0.1170 0.1614
H 1.51146 -1.90485 -1.02532 -0.0494 0.0955 0.0728
H 2.69907 -2.04435 0.91486 -0.1030 0.1145 -0.0465
C 0.92165 -1.14067 1.72888 0.5557 -0.3318 -0.3822
O 1.10342 -1.24006 2.94619 0.2798 -0.3733 0.5323
O -0.17966 -1.05414 1.14034 -0.5404 -0.3166 -0.3046
H 0.60254 1.39661 1.34965 -0.1827 0.0792 0.2007
H 4.18207 1.04595 2.66663 0.0298 0.0522 0.0129
H 2.87292 -0.04124 3.16099 0.1096 0.1002 0.0579
H 2.48954 2.62417 1.70699 -0.0174 0.0414 0.1319
H 2.37981 2.44656 3.46089 -0.0249 0.0856 -0.1083
N -1.12530 0.57390 2.89691 -0.2850 -0.0731 -0.0236
H -1.66330 0.13411 3.62953 0.1396 0.0095 -0.0227
H -1.07021 -0.02184 2.03027 0.0528 0.0931 0.2901
H 1.35211 1.28666 4.81152 -0.0449 -0.0334 -0.0115
H -0.10386 0.51553 5.19803 0.1014 -0.0378 -0.1016

=====

Entry 4:
40
Properties=species:S:1:pos:R:3:forces:R:3 method="wB97M-V/def2-TZVPD" lumo_energy_ev=0.072 relative_energy_kcal_mol=37.6 e_homo_ev=-7.67 spin_multiplicity=1 smiles=c1cc[nH]c1.CC#N.CC#N.CC#N.CC#N.CC#N total_energy_ha=-873.92252
C 1.72149 -6.77240 1.27074 -0.4498 0.0933 -0.2768
C 2.15040 -5.61288 0.57244 -0.3734 0.6275 -0.1004
C 1.40834 -4.54324 1.03013 0.5353 -0.5639 -0.2709
N 0.53868 -5.02681 1.96560 0.0890 0.5426 -0.4399
C 0.68595 -6.37561 2.08308 0.0279 -0.0862 0.6456
H 2.07950 -7.77729 1.12921 -0.0293 -0.0470 0.0609
H 2.81088 -5.51723 -0.27406 0.3242 -0.2358 0.2332
H 1.48843 -3.51034 0.73554 -0.2443 0.0714 0.1332
H -0.13394 -4.46149 2.44511 -0.0916 -0.0691 0.1254
H 0.04520 -6.87597 2.79336 0.2290 -0.3077 -0.1283
C 3.71830 1.59883 -0.01824 0.5177 -0.8915 -0.7272
C 4.39490 0.30818 -0.22067 0.1009 -0.2105 0.0072
N 4.95045 -0.67983 -0.41285 -0.1106 0.2960 0.0872
H 3.37212 1.90044 -1.00638 -0.1546 0.2390 0.1318
H 4.47896 2.29259 0.33038 -0.3275 0.2369 0.2802
H 2.86389 1.44946 0.63092 0.0633 0.2998 0.2083
C -3.98282 1.93239 2.00718 -0.1218 -0.2382 -0.6766
C -4.30223 2.08579 3.41467 0.1488 0.1156 0.2748
N -4.54669 2.21921 4.52883 0.0069 -0.0403 -0.1803
H -3.22878 2.63406 1.65564 0.0019 0.1368 0.2694
H -4.87857 2.07946 1.40328 -0.0254 0.0573 0.0740
H -3.62096 0.93008 1.77934 -0.0194 -0.0464 0.2180
C -3.44482 0.41587 -4.17146 -0.5045 -0.1034 0.0794
C -3.26013 -0.10925 -2.82568 0.3441 0.0063 0.0885
N -3.12120 -0.46435 -1.74360 -0.0127 0.0066 0.0389
H -4.44473 0.85419 -4.17446 0.1268 0.1650 -0.2751
H -3.41960 -0.37370 -4.91905 0.0741 -0.0718 0.0760
H -2.69450 1.16396 -4.40964 0.0013 0.0500 0.0635
C 1.68993 5.95429 -1.39762 0.6753 0.9681 -0.0529
C 1.29167 4.63653 -0.95324 -0.1868 0.2155 0.0294
N 0.97277 3.59496 -0.59918 -0.0341 -0.2031 0.0601
H 1.55876 6.73855 -0.64952 -0.2971 -0.3652 0.2652
H 1.16099 6.30223 -2.28211 -0.0688 -0.3503 -0.0960
H 2.76343 5.97824 -1.59798 -0.0824 -0.2338 -0.2016
C -0.52331 0.80557 0.45989 -0.5929 0.3291 -1.3420
C 0.54375 -0.15969 0.22765 -0.4763 0.2902 0.0694
N 1.39484 -0.87640 -0.04565 0.1724 -0.2521 0.1038
H -0.27834 1.55803 1.19998 -0.0689 -0.1937 0.2572
H -1.52102 0.37003 0.52632 0.2851 -0.4567 0.8130
H -0.68201 1.33351 -0.48793 0.5482 0.2190 0.0743